Record 1
Entry from OMol25: the molecule C7H15N3O (wB97M-V/def2-TZVPD).

- max |F| (eV/A) = 4.8
- E (eV) = -14015.515
- spin multiplicity = 1
- relative energy (zero: lowest compared OMol25 entry of this formula, charge and spin) (kcal per mole) = 84.0
- structure (SMILES) = CC/C=C(\O)N(CC)/N=N\C
- gap between HOMO and LUMO (eV) = 9.1
- E_LUMO (eV) = 0.733

XYZ file:
```
26
C7H15N3O wB97M-V/def2-TZVPD
O 0.75 1.61 0.11
N -1.22 0.26 0.43
N -1.36 -0.20 2.66
N -1.87 0.07 1.58
C -2.20 0.34 -0.72
C 0.05 -0.27 2.99
C 0.15 0.42 -0.08
C 1.84 -0.62 -1.52
C 0.60 -0.68 -0.75
C 2.85 -1.65 -0.99
C -2.31 1.71 -1.30
H 0.42 -1.02 2.26
H 0.12 -1.57 -0.49
H -1.39 2.07 -1.83
H 0.39 1.99 0.83
H -2.36 2.34 -0.47
H 2.43 -2.66 -0.93
H 3.69 -1.82 -1.57
H -3.22 1.83 -1.91
H 2.07 0.40 -1.19
H 0.21 -0.75 3.97
H 1.82 -0.70 -2.55
H -2.00 -0.53 -1.42
H -3.13 0.20 -0.22
H 3.11 -1.42 0.08
H 0.57 0.65 3.02
```

=====

Record 2
Entry from OMol25: a structure of composition C7H28N14O7Ti (wB97M-V/def2-TZVPD).

- charge = +1
- max |F| (eV/A) = 3.2
- E (eV) = -66024.234
- spin multiplicity = 4
- relative energy (zero: lowest compared OMol25 entry of this formula, charge and spin) (kcal per mole) = 16.1
- gap between HOMO and LUMO (alpha / beta) (eV) = 3.5 / 9.7
- E_LUMO (alpha / beta) (eV) = -1.832 / -1.915

XYZ file:
```
57
C7H28N14O7Ti wB97M-V/def2-TZVPD
Ti 0.01 0.28 -0.76
O -0.24 2.70 -0.78
O 1.28 0.64 -2.65
O 2.24 -0.12 0.35
O 0.08 -1.88 -1.70
O -0.63 0.28 1.46
O -2.33 -0.08 -0.95
O -1.87 -2.89 2.77
N 0.80 2.61 -3.59
N 0.51 -3.99 -2.34
N 0.37 1.44 3.21
N -0.64 -4.21 1.36
N 2.33 1.26 -4.59
N -1.52 -2.27 0.58
N -4.32 0.92 -1.37
N -3.16 1.42 0.54
N 3.56 -0.42 2.16
N 2.24 -2.57 -2.03
N -0.91 -0.35 3.62
N 0.52 3.86 1.06
N 1.72 -1.74 1.90
N -1.37 4.48 0.00
C -0.31 3.66 0.01
C -0.43 0.48 2.66
C -1.44 -3.13 1.64
C 1.45 1.42 -3.58
C -3.22 0.70 -0.61
C 0.92 -2.77 -1.89
C 2.47 -0.72 1.41
H 2.25 1.89 -5.37
H -0.76 -0.01 4.55
H -3.95 1.82 1.01
H -0.90 -2.43 -0.18
H -5.05 1.45 -0.93
H -1.43 5.15 0.75
H -2.13 -1.50 0.81
H 0.92 1.17 4.01
H 2.57 -1.62 -1.96
H -2.26 1.39 1.00
H -0.63 -4.52 0.41
H 0.86 2.05 2.58
H 1.03 3.49 -4.02
H -1.95 4.62 -0.81
H 1.31 3.22 0.97
H -0.48 -4.15 -2.34
H 2.87 0.42 -4.74
H -0.76 -4.94 2.06
H 2.20 -2.20 2.65
H -1.32 -1.28 3.55
H 0.22 2.70 -2.77
H 2.95 -3.27 -2.20
H 1.02 -2.22 1.36
H -4.42 0.51 -2.28
H 3.98 -1.05 2.82
H 1.08 -4.78 -2.57
H 4.00 0.48 2.02
H 0.65 4.60 1.72
```

=====

Record 3
Entry from OMol25: a cluster of 10 separate species, C30H70F10N10O22S10 in total (wB97M-V/def2-TZVPD).

- max |F| (eV/A) = 13.4
- E (eV) = -227701.364
- spin multiplicity = 1
- gap between HOMO and LUMO (eV) = 7.1
- E_LUMO (eV) = -1.666

XYZ file:
```
152
C30H70F10N10O22S10 wB97M-V/def2-TZVPD
S 4.13 -6.69 0.09
S -2.54 5.72 -1.40
S 0.27 -1.75 -3.88
S -5.72 -2.82 1.18
S -1.30 4.63 0.13
S 1.75 -0.10 -4.37
S 3.50 2.03 1.92
S -3.55 -2.33 0.34
S 2.73 -7.19 1.95
S 4.56 1.28 -0.03
F 2.47 1.23 -3.68
F 0.28 4.47 0.36
F 2.88 -7.07 3.58
F -0.84 -1.93 -2.76
F 2.04 1.94 2.77
F -6.27 -3.01 2.72
F -2.64 6.16 -2.95
F 4.33 0.32 -1.33
F 5.63 -6.05 0.07
F -2.21 -3.18 0.41
O -3.16 -0.91 0.40
O -3.68 4.83 -1.34
O -2.60 7.12 -0.87
O 0.91 -2.45 0.66
O 4.40 -8.01 -0.44
O 4.91 2.52 -0.70
O 2.98 -0.91 -4.47
O 1.00 -2.95 -3.60
O 5.60 0.42 0.58
O 1.22 0.41 -5.61
O 4.40 1.42 2.87
O -4.08 -2.75 -0.96
O 1.58 3.52 -4.74
O -6.31 -1.55 0.87
O 2.67 -8.62 1.83
O 3.64 3.45 1.79
O -6.25 -3.95 0.43
O -1.53 5.70 1.10
O 1.53 -6.36 1.81
O -1.73 3.24 0.41
O 3.43 -5.77 -0.78
O -0.43 -1.68 -5.16
N 4.08 -6.56 1.83
N -4.63 1.31 3.61
N 3.13 1.19 0.53
N -2.98 1.30 -4.04
N -1.21 5.11 -1.54
N 6.31 -2.90 3.24
N 0.81 -0.29 -3.17
N -4.37 -2.97 1.65
N 1.09 -0.23 -0.47
N 1.15 4.59 -2.61
C -5.81 -1.39 -3.33
C -6.06 0.65 3.44
C 8.11 -1.07 3.53
C 0.06 5.44 -4.83
C -2.03 2.33 -6.11
C 7.41 -3.31 4.33
C -5.82 2.50 1.81
C 0.93 4.38 -4.10
C -4.55 2.36 4.72
C -1.98 0.64 3.63
C 2.49 -2.91 3.52
C -3.52 0.28 3.91
C 1.53 -1.68 -0.20
C -0.30 0.14 0.15
C 3.82 -2.66 2.83
C -2.41 1.49 -2.68
C -6.83 1.57 2.53
C 6.94 -3.56 1.97
C -5.12 0.02 -3.39
C -1.85 1.27 -5.09
C 6.56 -1.34 3.36
C 2.59 -2.22 -1.14
C 8.58 -2.37 4.17
C -3.76 2.59 -4.47
C -3.81 -0.02 -4.14
C -0.92 -0.54 3.84
C -4.48 1.95 2.22
C 1.77 3.37 -1.87
C 4.94 -3.34 3.65
C -3.53 2.56 -6.01
H -1.80 0.93 2.59
H 2.81 -1.52 -1.94
H -0.36 -0.48 1.04
H 3.56 -2.20 -0.64
H -1.76 1.97 -7.10
H -4.58 1.92 5.71
H -0.45 4.95 -5.66
H -3.33 3.50 -4.05
H -4.75 0.32 -2.41
H -3.63 2.89 4.47
H -3.68 2.69 2.17
H 6.20 -3.36 1.20
H -6.40 0.66 4.48
H 1.62 -2.76 2.88
H 4.03 -1.59 2.80
H -3.17 -0.81 -3.77
H 0.12 -0.20 3.83
H 5.93 -0.88 4.12
H -1.68 1.51 4.22
H 7.02 -3.17 5.34
H -7.55 2.15 3.10
H -0.96 -0.27 -0.62
H 1.87 3.63 -0.81
H 1.05 2.55 -1.83
H -3.84 3.54 -6.35
H -3.71 -0.59 3.28
H -5.73 0.77 -3.90
H 2.29 -3.20 -1.49
H 8.89 -2.16 5.20
H -6.20 -1.67 -4.31
H 4.93 -4.43 3.64
H 2.43 -3.95 3.83
H 6.91 -4.62 2.22
H -1.29 3.00 -5.68
H 0.23 4.83 -2.28
H -4.23 1.07 1.62
H -3.71 -0.02 4.94
H -4.83 2.58 -4.29
H 1.77 5.35 -2.37
H -4.10 -0.33 -5.15
H -7.40 1.00 1.79
H 3.68 -3.13 1.85
H -6.02 3.48 2.26
H -1.20 -1.34 3.15
H -0.65 5.89 -4.13
H 8.63 -1.02 2.57
H 1.11 -0.20 -1.48
H -3.15 1.54 -1.89
H -1.12 -0.85 4.86
H 7.59 -4.39 4.33
H -5.36 3.09 4.65
H 6.14 -0.94 2.44
H -1.92 0.52 -2.59
H -0.27 1.19 0.43
H -4.17 1.83 -6.51
H 8.36 -0.15 4.06
H -1.65 2.28 -2.74
H 9.40 -2.90 3.68
H 1.79 0.41 -0.11
H -4.98 -2.03 -3.03
H 2.73 3.15 -2.34
H -6.00 -0.38 3.11
H -0.86 1.13 -4.63
H 7.73 -2.94 1.55
H 0.63 6.18 -5.39
H -5.80 2.39 0.73
H 2.33 -2.21 4.34
H -2.08 0.36 -5.64
H 4.86 -3.18 4.73
H -6.59 -1.40 -2.58
```

=====

Record 4
Entry from OMol25: a cluster of 9 separate species, C8H34O9 in total (wB97M-V/def2-TZVPD).

- charge = +1
- max |F| (eV/A) = 3.2
- E (eV) = -27260.366
- spin multiplicity = 2
- relative energy (zero: lowest compared OMol25 entry of this formula, charge and spin) (kcal per mole) = 26.9
- gap between HOMO and LUMO (alpha / beta) (eV) = 10.3 / 1.7
- E_LUMO (alpha / beta) (eV) = -2.393 / -10.283

XYZ file:
```
51
C8H34O9 wB97M-V/def2-TZVPD
O -7.11 -15.56 -21.16
O -8.86 -11.10 -21.40
O -2.84 -14.34 -20.24
O -6.79 -14.87 -18.50
O -10.10 -20.27 -22.19
O -8.09 -20.99 -20.53
O -5.50 -17.69 -21.72
O -7.39 -17.86 -25.88
O -12.18 -14.98 -23.37
C -3.85 -13.42 -20.50
C -8.39 -15.94 -21.75
C -7.68 -19.82 -19.77
C -8.70 -17.58 -25.35
C -7.92 -12.13 -21.46
C -11.01 -19.68 -21.20
C -4.29 -17.61 -20.99
C -12.12 -15.77 -22.12
H -8.31 -19.79 -18.88
H -3.54 -12.95 -21.43
H -3.58 -16.95 -21.49
H -9.06 -15.10 -21.64
H -7.58 -15.29 -18.15
H -8.27 -12.89 -22.16
H -3.88 -18.62 -21.06
H -7.85 -21.76 -20.01
H -13.05 -14.92 -23.77
H -7.72 -18.87 -20.31
H -9.39 -20.61 -21.65
H -4.80 -13.90 -20.74
H -6.89 -11.90 -21.74
H -8.86 -16.80 -21.27
H -6.49 -16.29 -21.26
H -13.06 -15.54 -21.61
H -12.05 -19.76 -21.50
H -3.04 -14.76 -19.40
H -8.88 -18.32 -24.57
H -10.84 -18.61 -21.08
H -8.58 -10.51 -20.69
H -5.51 -18.45 -22.30
H -8.85 -16.57 -24.98
H -6.82 -15.06 -19.44
H -11.01 -20.21 -20.25
H -7.83 -12.68 -20.52
H -3.79 -12.75 -19.64
H -6.67 -19.97 -19.42
H -12.01 -16.85 -22.24
H -8.29 -16.16 -22.82
H -9.49 -17.83 -26.06
H -11.31 -15.43 -21.47
H -4.55 -17.38 -19.96
H -7.26 -17.17 -26.53
```